1.
Computed, not measured: a molecular structure, C25H37N4O2RuS4 in a non-equilibrium geometry, with ωB97M-V/def2-TZVPD.

Geometry as ORCA input:
```
! RIJCOSX wB97M-V def2-TZVPD def2/J DEFGRID3
* xyz 0 2
Ru -0.15083 0.32094 0.00898
N -0.93724 2.76011 0.80404
C -0.62264 3.33798 2.12173
C 0.56718 2.59435 2.72543
C 0.19015 1.55936 3.78940
C 0.94362 0.25332 3.56472
N 0.32056 -0.47689 2.45108
H -0.26458 3.11268 0.12620
H -1.85203 3.06978 0.49137
H -1.50102 3.23355 2.76260
H -0.39991 4.40744 2.04696
H 1.29566 3.29804 3.12951
H 1.05054 2.06447 1.90326
H -0.87792 1.33308 3.72561
H 0.39002 1.94116 4.79162
H 0.95048 -0.34679 4.48155
H 1.97995 0.46681 3.29832
H -0.58205 -0.84310 2.73806
H 0.89985 -1.26936 2.19631
O 1.26571 -1.26678 -1.48612
C 0.49869 -1.93922 -2.46553
C -0.24390 -0.88005 -3.22808
C -0.29684 -0.89824 -4.61508
C -0.94093 0.13374 -5.27468
C -1.50212 1.15247 -4.52054
C -1.40898 1.07931 -3.14347
N -0.80322 0.08156 -2.50366
H 1.76801 -1.90005 -0.96074
H -0.21636 -2.62931 -1.99725
H 1.14386 -2.50136 -3.14677
H 0.17129 -1.70408 -5.16302
H -0.99003 0.14747 -6.35500
H -1.99277 1.99122 -4.99238
H -1.83181 1.86095 -2.52505
O 6.33861 3.06528 -2.13367
C 5.26780 2.66222 -1.77837
S 3.73110 3.20171 -2.46836
C 2.68000 2.21663 -1.45686
C 3.27712 1.41147 -0.56310
S 2.47105 0.37866 0.53610
S 5.03582 1.45333 -0.50603
S 0.99013 2.35720 -1.66466
C 1.45917 -4.54337 0.64714
C 0.01789 -4.16155 0.86138
C -0.91246 -5.10878 1.28579
C -2.23448 -4.73677 1.49542
C -3.24760 -5.75339 1.95138
C -2.63895 -3.42412 1.29135
C -1.74426 -2.43008 0.82105
C -0.40146 -2.87111 0.62633
N -1.98781 -1.13365 0.52926
C -3.24659 -0.39848 0.68440
C -3.32115 0.56746 -0.50762
C -3.14618 0.42746 1.98273
C -4.57007 -1.17609 0.70390
H 1.67945 -5.50482 1.10748
H 2.12978 -3.79514 1.07385
H 1.68185 -4.62666 -0.41982
H -0.60356 -6.13218 1.46179
H -2.79087 -6.73398 2.07447
H -4.05628 -5.83774 1.22364
H -3.69260 -5.45877 2.90324
H -3.66756 -3.19339 1.50676
H 0.29730 -2.11035 0.29280
H -2.37705 1.11352 -0.57027
H -4.14604 1.27389 -0.39432
H -3.46441 0.00209 -1.42853
H -2.24952 1.04382 1.93202
H -3.07563 -0.23695 2.84666
H -4.02585 1.06471 2.10464
H -4.60023 -1.93141 -0.08064
H -5.37991 -0.46834 0.52015
H -4.76193 -1.63657 1.67085
*
```

The calculation puts the max |F| at 1.811 eV/A. The total energy is -3031.863301 a.u. As for the relative energy (zero: lowest compared OMol25 entry of this formula, charge and spin): 4.625 eV. The calculation puts the orbital gap (alpha / beta) at 4.36 / 6.11 eV.


2.
Computed, not measured: a molecular structure, C39H58BBaN12S3Si2, with ωB97M-V/def2-TZVPD.

Geometry as ORCA input:
```
! RIJCOSX wB97M-V def2-TZVPD def2/J DEFGRID3
* xyz -1 1
Ba 0.37062 -0.03736 0.30048
C -0.33345 2.77066 -5.88063
C -0.23053 2.38803 -4.40214
C 1.17650 1.86815 -4.14973
C -0.44955 3.60796 -3.49824
N -1.32668 1.41697 -4.10430
C -2.63397 1.80555 -4.35668
C -3.43348 0.81634 -3.93401
N -2.64672 -0.18140 -3.40871
B -3.39226 -1.29465 -2.62261
N -2.52928 -2.55305 -2.39276
C -2.22498 -3.32445 -3.49093
C -1.32282 -4.24741 -3.11960
N -1.06629 -4.06011 -1.77027
C -1.81548 -3.00490 -1.32867
S -1.89231 -2.40159 0.26582
C 0.02969 -4.77410 -1.05106
C -0.36741 -5.17660 0.36907
C 1.24593 -3.84885 -1.01983
C 0.37879 -6.05584 -1.81319
N -4.02064 -0.74529 -1.31818
C -5.06525 -1.45305 -0.76895
C -5.32173 -0.95344 0.45158
N -4.43995 0.09424 0.66130
C -3.63696 0.21244 -0.43865
S -2.39433 1.36275 -0.67822
C -4.33467 0.84442 1.94880
C -5.42129 0.35047 2.90554
C -4.56100 2.33464 1.70567
C -2.97369 0.57717 2.59062
C -1.34766 0.18868 -3.49851
S -0.01676 -0.78215 -3.04126
H 0.45314 3.48760 -6.11871
H -1.29069 3.22827 -6.12899
H -0.19944 1.88816 -6.50762
H 1.85923 2.68541 -4.39852
H 1.41435 1.00335 -4.76505
H 1.32285 1.58858 -3.11408
H 0.34801 4.33416 -3.66671
H -0.43074 3.30309 -2.45127
H -1.40425 4.09732 -3.69063
H -2.87808 2.74620 -4.80967
H -4.50568 0.73391 -3.94034
H -4.32380 -1.63233 -3.32516
H -2.66953 -3.13116 -4.45020
H -0.84988 -5.00923 -3.70308
H -0.43364 -4.32265 1.03228
H 0.40160 -5.85175 0.75005
H -1.32784 -5.69561 0.37440
H 1.05289 -2.99023 -0.36871
H 1.48869 -3.50975 -2.03063
H 2.10612 -4.37327 -0.60238
H -0.50718 -6.67395 -1.97171
H 1.08926 -6.62163 -1.21257
H 0.85410 -5.86010 -2.77389
H -5.51554 -2.27662 -1.29245
H -6.04862 -1.25672 1.17661
H -6.42225 0.48169 2.49156
H -5.35611 0.94270 3.81799
H -5.27600 -0.69524 3.17602
H -5.52137 2.49788 1.21236
H -3.77925 2.75629 1.08282
H -4.57179 2.84759 2.66974
H -2.80936 -0.49429 2.71362
H -2.93313 1.05052 3.57317
H -2.15949 0.98874 1.99840
N 3.24289 -1.05070 -1.86619
C 3.59084 0.22446 -1.63675
N 4.83283 0.59525 -1.95167
C 5.09801 1.87263 -1.70451
N 6.35230 2.30732 -1.94610
N 4.22846 2.78179 -1.23313
C 3.03828 2.28845 -0.92891
N 2.65939 1.02260 -1.07982
C 2.03423 3.25319 -0.35332
C 2.35701 4.59614 -0.21540
C 1.42703 5.44297 0.36381
C 0.21191 4.92067 0.78048
C -0.02919 3.56994 0.58155
N 0.85851 2.75152 0.02688
H 3.90976 -1.62485 -2.35111
H 2.26557 -1.28263 -1.95396
H 7.00499 1.68275 -2.38130
H 6.55127 3.28563 -1.86021
H 3.33024 4.93928 -0.53252
H 1.65419 6.49213 0.50222
H -0.53962 5.53906 1.25148
H -0.95630 3.11147 0.90218
C 2.54028 2.31233 3.07740
Si 0.96298 1.19923 3.29367
C -0.08426 2.43040 4.35572
C 1.55405 -0.10542 4.58603
C 1.43678 0.18036 5.95136
C 1.80189 -0.72417 6.93964
C 2.31212 -1.95662 6.56827
C 2.44894 -2.25773 5.21984
C 2.08093 -1.36754 4.20361
Si 2.29665 -1.89342 2.35102
C 2.68401 -3.77746 2.49833
C 4.10842 -1.27937 2.01709
H 2.97821 2.57149 4.04839
H 2.27468 3.25043 2.57501
H 3.32213 1.82904 2.48449
H 0.48831 2.93344 5.14370
H -0.93307 1.92740 4.82870
H -0.49132 3.21183 3.70355
H 1.03881 1.14069 6.26039
H 1.68572 -0.46664 7.98768
H 2.60256 -2.68313 7.32086
H 2.85186 -3.22971 4.95708
H 3.57935 -3.97524 3.09867
H 2.86924 -4.18665 1.50063
H 1.85218 -4.33928 2.93264
H 4.80457 -1.62852 2.78888
H 4.17338 -0.18817 1.98542
H 4.45902 -1.65780 1.04987
*
```

The calculation puts the max |F| at 0.555 eV/A. The total energy is -4002.248907 a.u. As for the relative energy (zero: lowest compared OMol25 entry of this formula, charge and spin): 0.000 eV. The calculation puts the orbital gap at 4.45 eV.


3.
Computed, not measured: 2 unconnected molecules or ions with the total composition Br2H2NOP in a non-equilibrium geometry, with ωB97M-V/def2-TZVPD.

Geometry as ORCA input:
```
! RIJCOSX wB97M-V def2-TZVPD def2/J DEFGRID3
* xyz 0 1
N -2.48138 -0.20304 -0.27066
O 1.84123 -1.27662 0.96423
P 1.14467 -0.23865 0.28842
Br 1.80703 -0.03811 -1.85423
Br 1.45185 1.79468 1.27996
H -1.76806 -0.09137 -0.98455
H -1.99534 0.05310 0.57683
*
```

The calculation puts the max |F| at 3.334 eV/A. The total energy is -5620.521436 a.u. As for the relative energy (zero: lowest compared OMol25 entry of this formula, charge and spin): 4.252 eV. The calculation puts the orbital gap (alpha / beta) at 7.86 / 8.83 eV.


4.
Computed, not measured: a molecular structure, C29H46BrCuN3P2 in a non-equilibrium geometry, with ωB97M-V/def2-TZVPD.

Geometry as ORCA input:
```
! RIJCOSX wB97M-V def2-TZVPD def2/J DEFGRID3
* xyz 2 2
N 2.70001 -3.55414 -8.91413
C 3.59516 -3.16632 -7.99348
C 3.19610 -2.66495 -6.74027
C 1.81098 -2.55365 -6.42846
C 0.90593 -3.02594 -7.41018
C 1.39338 -3.49684 -8.64489
C 1.39342 -2.04267 -5.13515
Cu -0.05324 -0.37188 -1.26822
P -2.38728 -1.95569 3.08832
C 0.09146 -2.00389 -4.67575
C -0.14463 -2.26161 -3.29167
C -1.16227 -3.19047 -3.00330
C -1.14142 -3.97392 -1.85795
C -0.04180 -3.90074 -0.99167
C 0.79946 -2.77297 -1.06779
C 0.81992 -1.94150 -2.23553
Br 0.09517 -5.08512 0.42829
H 2.20359 -1.79364 -4.46259
H -0.73529 -2.05554 -5.37795
H 3.95082 -2.37382 -6.01714
H -0.17002 -3.02095 -7.21590
H 4.65705 -3.24624 -8.24712
H 0.69693 -3.83143 -9.43401
H -1.90613 -3.38615 -3.77222
H 1.75765 -1.44718 -2.53677
H -1.95700 -4.63509 -1.61867
H 1.43076 -2.54121 -0.21990
P -1.83612 1.07807 -1.31057
C -1.17300 -3.28227 3.42687
C -1.85149 -4.49775 4.08332
H -0.41686 -2.85559 4.09841
H -0.68947 -3.56249 2.48860
H -1.14063 -5.32507 4.16029
H -2.20377 -4.24353 5.08749
H -2.72078 -4.85204 3.52114
C -3.11357 -2.53405 1.52415
C -4.63241 -2.61754 1.67807
H -2.67025 -3.50959 1.29176
H -2.81700 -1.84037 0.73176
H -5.10603 -2.90618 0.73374
H -4.93172 -3.34592 2.43730
H -5.04768 -1.65043 1.99431
C -1.33195 -0.50871 2.76090
C -1.42121 0.39087 4.00545
H -1.71309 -0.00853 1.86314
H -0.30196 -0.83330 2.54794
H -1.37021 1.44656 3.72642
H -2.37268 0.21148 4.52576
H -0.61846 0.16795 4.72723
C -2.27745 2.63012 -0.36442
C -2.73574 3.87590 -1.12630
H -1.43857 2.87879 0.29992
H -3.11039 2.33768 0.29254
H -1.93310 4.35114 -1.69055
H -3.53471 3.65752 -1.83630
H -3.13393 4.62174 -0.43050
C -3.51275 0.29833 -1.22176
C -3.91971 -0.64234 -2.35218
H -4.23833 1.12189 -1.16394
H -3.54678 -0.21769 -0.25331
H -3.79761 -0.16525 -3.33278
H -3.34747 -1.57645 -2.33050
H -4.97868 -0.89425 -2.24009
C -1.74676 1.66726 -3.06099
C -0.46101 2.44740 -3.34842
H -2.62655 2.29366 -3.26358
H -1.79098 0.76832 -3.69489
H -0.48852 2.84550 -4.37037
H -0.34018 3.29877 -2.66000
H 0.41967 1.80154 -3.25757
C 2.62528 -0.81063 1.42639
C 2.28383 0.51474 0.86421
N 1.31375 0.88556 0.02913
C 1.33903 2.28768 0.02333
C 2.38229 2.73405 0.78764
N 2.97289 1.59787 1.29688
H 2.52966 -1.58296 0.66615
H 3.66342 -0.80044 1.77882
H 1.96346 -1.05244 2.27173
H 0.58326 2.87115 -0.50412
H 2.73889 3.72396 1.00356
H 3.80234 1.54763 1.89767
*
```

The calculation puts the max |F| at 3.506 eV/A. The total energy is -6193.501362 a.u. As for the relative energy (zero: lowest compared OMol25 entry of this formula, charge and spin): 0.000 eV. The calculation puts the orbital gap (alpha / beta) at 7.25 / 3.47 eV.